{"formula": "C3H12O4", "method": "wB97M-V/def2-TZVPD", "de_lowest_ev": 1.283, "homo_energy_ev": -9.6, "orbital_gap_ev": 10.22, "total_charge": 0, "e_lumo_ev": 0.62, "smiles": "C=CCO.O.O.O", "total_energy_ha": -422.414324, "elements": ["O", "H", "H", "H", "O", "H", "H", "H", "C", "O", "H", "H", "H", "H", "H", "C", "H", "C", "O"], "xyz": [[-0.02133, -0.19594, 1.22590], [-3.28945, 0.24595, -1.04714], [0.55140, -0.93335, 1.43766], [0.70594, 2.81182, -0.39493], [1.91797, 0.02735, -2.03352], [1.74920, -1.24191, -0.40354], [0.71562, 1.66118, 0.56230], [-4.41091, 0.28515, 0.36145], [-2.35294, 0.11592, 0.83212], [2.01851, -1.98147, 0.14658], [1.52799, 0.83475, -1.67736], [-0.93358, -0.15395, -0.73770], [-2.37628, 0.33394, 1.89292], [2.81040, -0.14888, -1.75284], [2.93995, -1.84370, 0.37846], [-3.38527, 0.35991, 0.02362], [-1.05856, -1.57648, 0.21238], [-1.07508, -0.48614, 0.30022], [1.27717, 2.12599, -0.06986]], "atomic_forces_ev_per_a": [[-0.1, 1.5, -0.2], [0.2, -0.1, -0.2], [0.0, -0.5, -0.5], [-0.3, 0.7, -0.3], [-1.0, -0.8, -0.7], [0.0, 0.3, -0.5], [0.1, -0.5, 0.3], [0.0, 1.1, 0.3], [0.0, -0.2, -0.7], [-0.1, -0.5, 0.5], [0.8, 0.2, 0.6], [0.5, 0.4, 0.2], [-0.2, -0.5, 0.1], [0.3, 0.7, 0.3], [0.0, 0.1, 0.0], [-0.1, -1.2, 0.1], [-0.8, 0.0, 0.1], [0.4, -0.3, 0.6], [0.1, -0.3, -0.1]], "nbo_charge": [-0.774, 0.185, 0.507, 0.468, -0.980, 0.492, 0.499, 0.206, -0.186, -0.970, 0.508, 0.177, 0.210, 0.475, 0.470, -0.403, 0.194, -0.114, -0.964]}



{"formula": "C4H7I3Si", "method": "wB97M-V/def2-TZVPD", "de_lowest_ev": 4.784, "homo_energy_ev": [-7.9, -8.3], "orbital_gap_ev": [5.38, 7.69], "total_charge": 0, "e_lumo_ev": [-2.57, -0.59], "total_energy_ha": -1339.114228, "elements": ["C", "H", "H", "I", "H", "C", "C", "I", "C", "Si", "I", "H", "H", "H", "H"], "xyz": [[0.16847, -0.31245, -1.26084], [2.98386, -1.03770, -0.58846], [1.43260, -0.76032, 1.46983], [-4.13165, 1.75033, -1.50213], [1.30167, 1.02386, 1.50846], [2.47796, -0.01710, -0.66317], [0.97148, -0.03139, -0.32713], [-4.03113, -2.17346, -0.43820], [0.77046, 0.06962, 1.16302], [-3.09609, 0.06771, 0.10437], [-3.59274, 0.65689, 2.55992], [-0.62548, -0.23973, -2.04950], [2.64770, 0.30285, -1.70750], [3.05459, 0.57253, 0.19877], [-0.33170, 0.12834, 1.53258]], "atomic_forces_ev_per_a": [[-3.8, 0.4, -2.6], [-1.1, 1.0, 0.0], [-0.9, 0.2, 0.9], [0.3, -0.6, 0.6], [-0.8, -1.2, -0.4], [1.8, -0.3, 1.5], [2.3, 0.0, 1.2], [0.1, 0.4, 0.2], [-0.4, 1.5, 0.5], [-0.3, 0.3, 0.1], [0.2, -0.2, -1.0], [1.3, -0.4, 1.2], [0.1, 0.3, 0.8], [-1.1, -0.7, -2.3], [2.1, -0.6, -0.6]], "nbo_charge": [-0.124, 0.224, 0.230, -0.191, 0.222, -0.637, -0.114, -0.176, -0.629, 0.456, -0.193, 0.248, 0.233, 0.216, 0.234]}



{"formula": "C2HNO2S", "method": "wB97M-V/def2-TZVPD", "de_lowest_ev": 4.439, "homo_energy_ev": -8.1, "orbital_gap_ev": 8.22, "total_charge": 0, "e_lumo_ev": 0.10, "total_energy_ha": -680.096908, "elements": ["O", "O", "H", "S", "C", "C", "N"], "xyz": [[1.66734, 0.96479, -0.20715], [1.40585, -1.17872, 0.59579], [-3.21318, -0.92704, 0.66261], [2.14278, 2.11738, -1.23834], [1.49059, -0.16906, 0.04817], [-2.23344, -0.57874, 0.33139], [-1.25992, -0.22861, -0.19246]], "atomic_forces_ev_per_a": [[-1.4, -3.3, 2.3], [-0.1, -0.3, -0.5], [0.8, 0.3, 0.0], [1.3, 3.2, -2.9], [0.2, 0.3, 1.1], [0.7, 0.3, -1.1], [-1.5, -0.5, 1.1]], "nbo_charge": [-0.482, -0.429, 0.246, -0.179, 1.087, 0.109, -0.353]}



{"formula": "CH6ClNOP4", "method": "wB97M-V/def2-TZVPD", "de_lowest_ev": 0.000, "homo_energy_ev": -8.8, "orbital_gap_ev": 8.31, "total_charge": 0, "e_lumo_ev": -0.48, "total_energy_ha": -1997.200532, "elements": ["H", "H", "Cl", "H", "H", "C", "P", "O", "P", "N", "P", "P", "H", "H"], "xyz": [[-1.29414, 1.01414, -1.37984], [4.05210, 0.60988, 0.12268], [1.01897, -2.24845, -0.15994], [2.24540, 0.38948, 1.96423], [2.85424, 0.91612, -1.40675], [-0.38801, 0.54449, -0.88932], [2.93780, -0.03036, -0.45740], [-3.07993, 1.18962, 0.54425], [1.41717, 0.77211, 0.79282], [-0.96739, -0.26409, -0.04046], [0.17915, -0.99140, 1.13027], [-2.66362, -0.13787, 0.05705], [-3.17417, -0.49463, -1.07751], [-3.13758, -1.26902, 0.79993]], "atomic_forces_ev_per_a": [[1.1, 0.3, -0.6], [-0.1, 0.1, 0.4], [-0.1, -1.7, -0.5], [-0.5, 0.3, -0.4], [-0.3, 1.2, -1.4], [-1.5, 0.7, -1.1], [1.3, -1.1, 0.0], [0.0, -0.3, -0.1], [1.0, 0.7, 2.0], [-0.2, -0.9, 0.4], [-0.5, 0.2, 0.7], [-0.3, 0.6, 3.7], [-0.6, -0.6, -3.1], [0.7, 0.4, 0.1]], "nbo_charge": [0.119, -0.002, -0.246, -0.051, -0.014, -0.005, 0.052, -1.048, 0.021, -1.028, 0.699, 1.706, -0.109, -0.092]}



{"formula": "C6H29NO8", "method": "wB97M-V/def2-TZVPD", "de_lowest_ev": 2.727, "homo_energy_ev": -9.5, "orbital_gap_ev": 9.80, "total_charge": 0, "e_lumo_ev": 0.29, "smiles": "CCCCCNCO.O.O.O.O.O.O.O", "total_energy_ha": -902.628743, "elements": ["C", "H", "H", "H", "H", "H", "H", "C", "H", "O", "H", "H", "H", "O", "O", "O", "H", "H", "H", "N", "H", "H", "H", "H", "H", "H", "H", "O", "H", "H", "C", "O", "O", "H", "H", "H", "H", "C", "C", "H", "C", "H", "H", "O"], "xyz": [[0.48454, -0.95997, -3.94180], [-2.77449, 2.80190, 0.18347], [-2.61690, -0.96566, 2.31177], [0.10622, -2.00715, -3.71897], [3.76983, -2.37264, -0.63856], [0.86791, 1.73225, -1.35028], [1.46004, -0.70079, -0.65988], [1.31278, -0.58327, -2.69762], [2.55268, -3.65513, -0.83445], [-3.72822, 2.97228, 0.29263], [0.18236, -0.49854, 3.90888], [0.45494, 3.70959, 0.74561], [-0.89214, 2.18726, -1.07407], [2.14783, -4.42864, -1.27875], [3.14482, -0.39362, 1.76915], [2.94736, -2.07061, -0.20478], [1.10491, -1.06180, -4.82911], [-1.01349, -0.25281, -0.17256], [3.36424, -2.22914, 0.66093], [0.31643, 1.52887, 0.62499], [-0.27341, 0.89734, 1.15813], [-1.55907, 2.93563, 2.35439], [-2.32672, -1.73523, 3.63882], [1.27701, -4.16587, -1.59586], [2.45680, -0.69891, 2.37760], [0.66455, 2.68636, 2.29024], [-3.41619, 1.39501, 1.22178], [0.71603, -0.95394, 3.25063], [-4.09006, 3.31849, -0.52812], [2.28623, -1.08252, -2.75275], [0.62575, -0.80019, -1.37901], [-3.87514, 0.82308, 1.86220], [-1.24549, 3.05015, 1.45355], [2.59881, 0.15173, 1.18173], [0.02250, -1.13403, 2.59961], [1.58035, 0.46719, -2.91669], [-0.37889, -0.36320, -4.17566], [-0.59380, 0.11417, -1.12613], [0.21202, 2.79681, 1.28930], [0.22765, -1.83474, -1.33493], [-0.05589, 1.53584, -0.79169], [-4.75721, 1.19290, 1.89925], [-1.35569, 0.05905, -1.89501], [-1.93179, -1.40749, 2.82199]], "atomic_forces_ev_per_a": [[0.1, -2.6, 0.9], [-0.2, 0.7, -0.1], [-0.5, 0.2, 0.2], [0.1, 1.0, -0.6], [-0.4, 0.5, -1.1], [-0.5, 0.3, -0.2], [-1.2, 0.1, 0.2], [0.0, 1.1, -2.1], [-1.0, -0.3, -0.3], [0.1, 0.0, -0.2], [0.3, 0.0, 0.3], [1.0, -0.6, -0.2], [0.4, 0.7, 0.3], [0.3, -0.3, -0.1], [-0.4, 0.4, 0.2], [2.3, -1.4, 0.1], [0.0, 0.2, -0.1], [-0.4, 0.0, -0.5], [-1.1, 0.9, 0.7], [0.7, 1.0, -0.2], [0.1, 0.0, -0.1], [0.2, -0.1, 0.1], [-0.1, 0.1, -0.3], [0.2, 0.2, 0.2], [0.0, 0.0, 0.4], [0.0, 0.5, -0.5], [-0.6, -0.3, 0.4], [-0.1, 0.2, -0.2], [0.3, -0.1, -0.1], [-0.3, -0.3, 0.2], [-0.3, -0.4, -0.2], [0.7, -0.4, 0.1], [0.2, 0.2, 0.0], [0.3, 0.0, -0.1], [0.1, -0.4, 0.0], [0.0, 0.0, 0.8], [-0.2, 0.5, 0.1], [2.0, 0.0, 1.4], [-2.1, -0.7, 0.8], [0.6, 0.2, 0.0], [-0.8, -1.3, -0.2], [-0.1, 0.1, -0.1], [0.1, 0.1, -0.2], [0.2, -0.2, 0.0]], "nbo_charge": [-0.609, 0.498, 0.507, 0.189, 0.466, 0.202, 0.246, -0.401, 0.480, -0.978, 0.475, 0.194, 0.167, -0.977, -0.976, -0.929, 0.212, 0.188, 0.500, -0.647, 0.362, 0.484, 0.484, 0.465, 0.493, 0.180, 0.491, -0.967, 0.483, 0.210, -0.419, -0.983, -0.810, 0.477, 0.497, 0.188, 0.200, -0.397, 0.086, 0.193, -0.231, 0.481, 0.212, -0.986]}



{"formula": "C3H5FS", "method": "wB97M-V/def2-TZVPD", "de_lowest_ev": 2.646, "homo_energy_ev": -9.3, "orbital_gap_ev": 9.69, "total_charge": 0, "e_lumo_ev": 0.38, "smiles": "F[C@H]1C[C@@H]1S", "total_energy_ha": -615.239793, "elements": ["H", "C", "C", "H", "S", "F", "H", "H", "C", "H"], "xyz": [[1.13265, -1.09153, -0.78568], [-0.85198, -0.74000, -0.11263], [0.32820, -0.31329, -0.93534], [-0.63908, -1.90028, 0.22555], [0.87355, 0.57677, 1.89749], [-2.25272, -0.45832, -0.50921], [0.58903, 0.13133, -1.87828], [-0.59589, 1.27575, 0.25146], [-0.05261, 0.46901, 0.31970], [1.46884, 2.05056, 1.52695]], "atomic_forces_ev_per_a": [[-0.8, 0.9, 0.2], [-1.0, -2.0, -0.6], [1.7, -0.6, 0.9], [-1.3, 3.4, -0.3], [1.1, 3.2, -1.6], [3.0, -0.8, 0.8], [-1.1, 0.5, -0.4], [-2.8, 4.2, -1.1], [2.6, -5.3, 1.1], [-1.3, -3.5, 0.9]], "nbo_charge": [0.224, 0.196, -0.470, 0.211, -0.048, -0.373, 0.247, 0.222, -0.363, 0.154]}



{"formula": "C2H9NS", "method": "wB97M-V/def2-TZVPD", "de_lowest_ev": 3.680, "homo_energy_ev": [-11.8, -11.8], "s2": 0.753, "orbital_gap_ev": [6.82, 0.84], "multiplicity": 2, "total_charge": 1, "e_lumo_ev": [-4.98, -10.96], "total_energy_ha": -534.088597, "elements": ["H", "H", "H", "H", "S", "N", "H", "H", "C", "H", "H", "C", "H"], "xyz": [[-1.61106, -1.40667, -1.66124], [-2.58130, -0.04754, -1.20796], [2.50244, 0.11875, 4.16945], [0.35210, 0.42659, -2.12887], [3.61355, 0.40821, 4.69268], [-0.62165, -0.59100, -0.01544], [-0.97855, 1.68726, -1.62895], [-1.38515, -0.96834, 0.64336], [-1.47591, -0.45968, -1.32532], [0.05138, -1.29607, -0.06418], [-1.19283, 0.59810, -3.01975], [-0.78573, 0.68375, -2.01633], [4.11270, 0.84664, 3.56255]], "atomic_forces_ev_per_a": [[0.2, -2.5, -2.3], [2.1, -1.0, 0.9], [-2.7, -0.7, -1.3], [-2.0, 0.9, 0.3], [2.2, 0.3, 2.4], [-5.4, 0.9, 1.4], [0.1, -0.5, 0.3], [1.9, 0.6, -0.7], [0.0, 4.3, 3.9], [1.1, -1.5, -0.7], [0.2, 0.8, -0.6], [1.8, -1.9, -2.4], [0.5, 0.4, -1.1]], "mulliken_spin": [0.000, 0.000, -0.017, 0.000, 1.032, 0.000, 0.000, 0.000, 0.000, 0.000, 0.000, 0.000, -0.015]}



{"formula": "C18H22F2N4O", "method": "wB97M-V/def2-TZVPD", "de_lowest_ev": 0.141, "homo_energy_ev": -7.7, "orbital_gap_ev": 8.44, "total_charge": 0, "e_lumo_ev": 0.69, "smiles": "O[C@H](CCCN1CCN(c2ncc(F)cn2)CC1)c1ccc(F)cc1", "total_energy_ha": -1193.092588, "elements": ["H", "F", "C", "C", "H", "C", "C", "N", "H", "N", "H", "H", "H", "C", "H", "C", "F", "H", "C", "H", "O", "C", "C", "C", "H", "H", "H", "H", "C", "H", "H", "C", "H", "H", "N", "C", "H", "H", "C", "C", "H", "H", "C", "H", "C", "C", "N"], "xyz": [[-2.44289, 0.32258, 1.21848], [-8.17083, 2.03616, 0.20497], [2.64178, 0.29587, -1.27565], [6.67665, 0.87160, 1.08872], [7.17418, 0.59584, -2.23775], [-0.13453, -0.52568, 0.01057], [-5.93344, 2.08515, -0.53101], [5.36931, 0.56359, -1.27546], [-0.82626, -1.56764, 1.76003], [5.36484, 0.78183, 1.09930], [-3.18314, -1.25053, 1.51851], [-0.11808, 0.48719, 0.44079], [2.71778, -1.62134, 1.35426], [-5.68180, -0.57733, 0.20608], [7.16642, 0.99011, 2.04592], [7.39343, 0.81414, -0.09736], [8.74176, 0.90582, -0.10303], [3.31205, 0.68204, 1.97876], [2.63852, 0.52211, 1.13855], [-7.73829, -0.43855, 0.82330], [-3.39001, -1.88488, -1.13274], [4.74372, 0.63395, -0.08577], [-4.73612, 1.41882, -0.71637], [1.97432, -1.08182, -1.12021], [-1.27414, -2.32545, 0.23247], [1.35936, -1.30409, -1.99337], [2.75856, -1.84211, -1.04858], [-0.42593, -0.43986, -1.03709], [-2.54676, -0.69140, 0.82683], [-3.88290, -2.46248, -0.53921], [3.31574, 0.31076, -2.13044], [-6.99689, 1.39657, 0.02244], [-5.59840, -1.61397, 0.50023], [1.30885, -0.87433, 2.12657], [3.40462, 0.58583, -0.08377], [6.68097, 0.65427, -1.27679], [1.87528, 1.06989, -1.39795], [1.88734, 1.32016, 1.11922], [-6.88931, 0.06983, 0.39452], [-3.26445, -0.61713, -0.53513], [-2.65597, -0.04218, -1.23946], [-3.89897, 1.94321, -1.15256], [-4.59503, 0.08520, -0.35263], [-6.05156, 3.11955, -0.81221], [-1.17948, -1.36881, 0.74708], [1.94859, -0.85103, 1.24379], [1.16111, -1.18145, 0.07315]], "atomic_forces_ev_per_a": [[-0.1, 0.0, 0.1], [0.1, 0.0, 0.0], [-0.1, -0.4, -0.3], [0.4, 0.0, -0.5], [0.2, 0.0, 0.0], [-0.2, -0.3, 0.2], [-0.3, 0.0, 0.1], [-0.4, -0.1, 0.0], [0.1, -0.1, 0.0], [-0.4, -0.1, 0.0], [-0.1, 0.1, 0.0], [0.0, 0.1, -0.1], [0.0, 0.0, 0.1], [0.1, 0.1, -0.1], [0.2, 0.0, 0.0], [-0.2, 0.0, 0.0], [-0.1, 0.0, 0.0], [-0.2, 0.0, 0.0], [-0.2, -0.3, 0.3], [-0.1, 0.0, 0.0], [-0.1, -0.4, -0.1], [0.9, 0.2, 0.0], [0.0, -0.2, 0.1], [0.1, 0.3, -0.2], [0.1, 0.0, 0.1], [0.0, 0.0, 0.0], [0.0, 0.0, -0.1], [0.0, 0.1, 0.0], [0.2, -0.2, -0.4], [0.0, 0.0, 0.0], [-0.2, 0.1, 0.0], [0.2, 0.0, 0.0], [0.0, -0.1, 0.0], [0.0, 0.0, 0.1], [-0.6, 0.0, 0.0], [0.4, 0.1, 0.5], [0.0, 0.0, -0.1], [0.0, 0.0, 0.1], [-0.1, 0.1, 0.0], [0.0, 0.4, 0.5], [-0.1, 0.0, 0.1], [0.1, 0.1, -0.1], [0.1, 0.0, -0.2], [0.0, 0.1, 0.0], [-0.1, 0.3, -0.1], [0.1, 0.3, 0.1], [-0.1, -0.2, -0.1]], "nbo_charge": [0.209, -0.324, -0.245, 0.041, 0.206, -0.219, -0.275, -0.502, 0.201, -0.502, 0.202, 0.165, 0.200, -0.189, 0.206, 0.235, -0.320, 0.251, -0.245, 0.230, -0.703, 0.561, -0.182, -0.217, 0.219, 0.203, 0.197, 0.197, -0.414, 0.460, 0.250, 0.389, 0.201, 0.202, -0.405, 0.041, 0.186, 0.185, -0.274, 0.083, 0.181, 0.213, -0.050, 0.230, -0.403, -0.224, -0.451]}



Question: Number 3 is which compound?
Answer: C2HNO2S